Record 1
Formula: C5H14N3
Source: the Open Molecules 2025 dataset
Level of theory: wB97M-V/def2-TZVPD

Highest occupied orbital energy   -0.4633 Ha
HOMO-LUMO gap   4.93 eV

ORCA input file:
```
! RIJCOSX wB97M-V def2-TZVPD def2/J DEFGRID3
* xyz 1 1
N 2.69 -0.13 -0.26
C 1.56 -0.37 0.60
C 0.79 -1.58 0.10
N -0.42 -1.95 0.86
H 3.61 -0.21 0.26
H 2.70 0.76 -0.77
H 0.90 0.49 0.57
H 1.81 -0.56 1.68
H 0.47 -1.38 -0.94
H 1.48 -2.47 0.14
H -0.13 -2.44 1.75
H -0.86 -1.08 1.19
C -1.46 1.46 -1.02
C -1.55 1.01 -2.30
C -1.05 0.99 1.52
N -1.47 0.56 0.02
H -1.31 2.51 -0.79
H -1.49 -0.08 -2.53
H -1.46 1.64 -3.19
H -2.08 1.02 2.05
H -0.58 1.97 1.27
H -2.14 -0.15 -0.20
*
```


Record 2
Formula: C5H14N3
Source: the Open Molecules 2025 dataset
Level of theory: wB97M-V/def2-TZVPD

Highest occupied orbital energy   -0.4144 Ha
HOMO-LUMO gap   6.60 eV

ORCA input file:
```
! RIJCOSX wB97M-V def2-TZVPD def2/J DEFGRID3
* xyz 1 1
C -2.69 -1.05 -0.01
C -1.61 -1.23 1.05
C 0.27 0.15 1.82
N -0.94 0.04 1.43
H -3.50 -0.41 0.35
H -2.32 -0.66 -0.96
H -3.11 -2.04 -0.22
H -2.04 -1.67 1.98
H -0.83 -1.91 0.75
H 0.54 1.06 2.38
H 0.91 -0.74 1.64
H -1.45 0.94 1.39
C 2.28 1.07 -1.06
C 1.10 0.43 -1.30
N 0.62 -0.87 -0.83
N 2.56 2.45 -1.38
H 3.20 0.57 -0.66
H 0.32 0.85 -1.95
H 1.32 -1.64 -0.96
H -0.16 -1.08 -1.43
H 3.56 2.66 -1.25
H 1.98 3.09 -0.78
*
```


Record 3
Formula: C5H14N4
Source: the Open Molecules 2025 dataset
Level of theory: wB97M-V/def2-TZVPD

Highest occupied orbital energy (spin up / spin down)   -0.6374 / -0.7141 Ha
<S²>   2.008
HOMO-LUMO gap (spin up / spin down)   9.47 / 7.29 eV

ORCA input file:
```
! RIJCOSX wB97M-V def2-TZVPD def2/J DEFGRID3
* xyz 2 3
C 0.84 -1.19 -0.24
C 1.85 -2.23 0.28
C -2.13 0.97 0.59
C 1.92 2.28 -0.02
C -2.10 0.03 -0.66
N 1.23 0.09 -0.14
N -0.39 -1.71 -0.13
N 1.01 1.30 -0.47
N -1.63 -1.23 -0.19
H 1.94 -2.18 1.35
H 2.78 -1.94 -0.16
H 1.64 -3.20 -0.08
H -3.05 0.64 1.11
H -1.27 0.95 1.15
H -2.29 2.07 0.22
H 2.49 2.00 0.85
H 2.38 2.52 -0.99
H 1.37 3.24 0.48
H -1.29 0.26 -1.47
H -3.03 0.01 -1.08
H -0.25 -2.63 0.16
H 0.22 1.42 -1.20
H -2.22 -1.47 0.65
*
```


Record 4
Formula: C5H14NO
Source: the Open Molecules 2025 dataset
Level of theory: wB97M-V/def2-TZVPD

Highest occupied orbital energy (spin up / spin down)   0.1708 / 0.0031 Ha
<S²>   0.751
HOMO-LUMO gap (spin up / spin down)   2.03 / 6.46 eV

ORCA input file:
```
! RIJCOSX wB97M-V def2-TZVPD def2/J DEFGRID3
* xyz -2 2
C 0.35 -0.04 2.50
C 1.78 0.19 2.09
N 2.23 -0.79 1.09
H 0.20 -1.06 2.91
H -0.03 0.72 3.19
H -0.16 0.16 1.55
H 1.80 1.21 1.62
H 2.49 0.24 2.95
H 1.63 -0.63 0.24
H 3.20 -0.54 0.85
C 0.09 0.17 -1.80
O 0.46 0.50 -0.50
C -1.42 0.54 -2.12
C -2.42 -0.39 -1.37
H 0.14 -0.92 -2.00
H 0.76 0.62 -2.56
H -1.63 0.48 -3.23
H -1.46 1.61 -1.83
H -3.44 -0.05 -1.53
H -2.21 -0.60 -0.29
H -2.34 -1.41 -1.76
*
```


Record 5
Formula: C5H14NO
Source: the Open Molecules 2025 dataset
Level of theory: wB97M-V/def2-TZVPD

Highest occupied orbital energy (spin up / spin down)   -0.3221 / -0.3214 Ha
<S²>   0.754
HOMO-LUMO gap (spin up / spin down)   9.70 / 6.69 eV

ORCA input file:
```
! RIJCOSX wB97M-V def2-TZVPD def2/J DEFGRID3
* xyz 0 2
C -0.29 -0.39 2.67
C -1.19 -1.35 1.94
N -0.37 -1.93 0.83
H 0.10 0.33 1.96
H -0.78 0.14 3.45
H 0.55 -1.01 3.13
H -1.59 -2.13 2.58
H -2.08 -0.79 1.55
H -0.91 -2.65 0.33
H -0.22 -1.11 0.17
C -0.40 1.50 -1.12
O -0.80 0.58 -0.17
C 0.41 0.94 -2.28
C 1.80 0.52 -1.82
H 0.24 2.35 -0.65
H -1.33 2.01 -1.58
H 0.52 1.68 -3.16
H -0.13 0.08 -2.67
H 2.22 -0.19 -2.56
H 1.77 0.02 -0.83
H 2.48 1.40 -1.76
*
```


Record 6
Formula: C5H14NO
Source: the Open Molecules 2025 dataset
Level of theory: wB97M-V/def2-TZVPD

Highest occupied orbital energy   -0.4798 Ha
HOMO-LUMO gap   9.74 eV

ORCA input file:
```
! RIJCOSX wB97M-V def2-TZVPD def2/J DEFGRID3
* xyz 1 1
C 1.26 -0.60 1.28
C -0.17 -0.31 1.80
C -1.08 -0.13 0.64
C -1.47 1.03 0.05
C -2.56 1.24 -0.99
N 1.61 0.26 0.00
H 1.47 -1.63 1.05
H 2.04 -0.14 1.91
H -0.24 0.49 2.53
H -0.51 -1.20 2.33
H -1.68 -1.01 0.45
H -0.56 1.68 -0.02
H -2.95 2.29 -0.92
H -3.33 0.47 -0.76
H -2.21 1.07 -2.01
H 2.63 0.15 -0.13
H 1.53 1.20 0.44
H 1.05 0.18 -0.85
H 1.03 -1.94 -2.53
H 2.50 -1.76 -2.22
O 1.64 -1.33 -2.04
*
```


Record 7
Formula: C5H14NO
Source: the Open Molecules 2025 dataset
Level of theory: wB97M-V/def2-TZVPD

Highest occupied orbital energy   -0.5566 Ha
HOMO-LUMO gap   9.31 eV

ORCA input file:
```
! RIJCOSX wB97M-V def2-TZVPD def2/J DEFGRID3
* xyz 1 1
C 0.35 -0.08 -2.57
C -0.19 1.19 -1.85
C -1.36 0.79 -0.96
C -1.15 -0.34 0.03
C -0.26 -0.29 2.42
N -0.36 0.19 1.22
H 1.21 0.17 -3.23
H -0.44 -0.62 -3.13
H 0.70 -0.83 -1.87
H -0.61 1.89 -2.58
H 0.68 1.64 -1.28
H -2.18 0.47 -1.58
H -1.81 1.71 -0.56
H -0.55 -1.12 -0.38
H -2.13 -0.54 0.48
H -0.16 0.44 3.22
H -0.02 -1.36 2.57
H 0.47 0.74 0.97
H 2.44 -1.77 1.02
H 3.14 -0.97 1.95
O 2.22 -1.09 1.68
*
```


Record 8
Formula: C5H14NO
Source: the Open Molecules 2025 dataset
Level of theory: wB97M-V/def2-TZVPD

Highest occupied orbital energy   -0.4423 Ha
HOMO-LUMO gap   3.76 eV

ORCA input file:
```
! RIJCOSX wB97M-V def2-TZVPD def2/J DEFGRID3
* xyz 1 1
C -0.68 0.87 0.25
O -1.88 0.16 0.77
C 0.53 0.50 0.97
C 1.21 -0.77 0.73
C 2.62 -0.60 0.11
C 2.67 0.41 -1.07
N -4.52 -0.22 -0.89
H -0.74 0.62 -0.99
H -0.91 1.97 0.44
H -1.59 -0.44 1.48
H 0.51 0.61 2.06
H 0.59 -1.19 -0.07
H 1.09 -1.58 1.49
H 3.16 -1.54 -0.20
H 3.25 -0.26 0.99
H 3.52 0.11 -1.65
H 2.93 1.37 -0.61
H 1.74 0.60 -1.79
H -5.19 0.53 -0.71
H -4.80 -1.16 -0.56
H -3.52 0.02 -0.74
*
```


Record 9
Formula: C5H14NO2
Source: the Open Molecules 2025 dataset
Level of theory: wB97M-V/def2-TZVPD

Highest occupied orbital energy   -0.0923 Ha
HOMO-LUMO gap   6.30 eV

ORCA input file:
```
! RIJCOSX wB97M-V def2-TZVPD def2/J DEFGRID3
* xyz -1 1
C 0.62 0.31 -1.59
O 1.18 0.65 -2.74
C -0.93 -0.11 -1.71
C -1.55 -0.68 -0.41
C -1.74 0.41 0.68
C 0.21 0.72 2.11
N -1.10 0.10 1.97
H 1.11 -0.60 -1.09
H 0.62 1.16 -0.87
H -0.92 -0.91 -2.43
H -1.52 0.77 -1.96
H -2.53 -1.15 -0.60
H -0.96 -1.54 -0.07
H -2.81 0.48 0.87
H -1.38 1.37 0.37
H 0.04 1.75 2.55
H 0.61 0.99 1.13
H 0.92 0.21 2.76
H -1.10 -0.88 2.21
H 1.90 -0.68 0.89
H 3.24 -1.06 0.47
O 2.65 -1.21 1.22
*
```


Record 10
Formula: C5H14NO2
Source: the Open Molecules 2025 dataset
Level of theory: wB97M-V/def2-TZVPD

Highest occupied orbital energy   -0.1225 Ha
HOMO-LUMO gap   7.15 eV

ORCA input file:
```
! RIJCOSX wB97M-V def2-TZVPD def2/J DEFGRID3
* xyz -1 1
C -0.97 -0.32 0.38
C -0.44 1.07 -0.08
C -1.21 2.17 0.71
C -0.61 1.29 -1.57
N -0.63 -1.39 -0.55
C 0.71 -1.99 -0.28
O 1.03 -2.13 1.01
H -0.44 -0.55 1.31
H -2.04 -0.31 0.58
H 0.59 1.13 0.27
H -0.82 2.21 1.71
H -2.26 1.87 0.77
H -1.25 3.11 0.17
H -0.22 2.29 -1.81
H -0.15 0.51 -2.17
H -1.68 1.30 -1.81
H -1.39 -2.05 -0.58
H 0.71 -2.95 -0.85
H 1.41 -1.32 -0.84
H 2.49 -1.65 1.40
H 3.83 -1.19 0.71
O 3.35 -1.10 1.54
*
```


Record 11
Formula: C5H14NO2
Source: the Open Molecules 2025 dataset
Level of theory: wB97M-V/def2-TZVPD

Highest occupied orbital energy   -0.4874 Ha
HOMO-LUMO gap   3.96 eV

ORCA input file:
```
! RIJCOSX wB97M-V def2-TZVPD def2/J DEFGRID3
* xyz 1 1
C 1.28 -1.47 -1.62
O 1.56 -2.11 -0.36
C 0.15 -0.47 -1.38
C 0.53 0.64 -0.38
C -0.63 1.62 -0.22
C -0.44 2.90 -0.75
N -1.72 1.10 0.36
H 2.22 -0.91 -2.02
H 1.00 -2.21 -2.34
H 2.07 -2.89 -0.41
H -0.72 -1.01 -1.06
H -0.15 0.03 -2.33
H 0.73 0.14 0.59
H 1.40 1.13 -0.69
H 0.50 3.20 -1.17
H -1.27 3.61 -0.65
H -2.48 1.79 0.48
H 1.56 -0.62 10.73
H -1.43 -0.31 1.12
H 0.92 -0.64 11.02
H -1.51 -1.56 2.20
O -1.07 -1.24 1.37
*
```


Record 12
Formula: C5H14NO2
Source: the Open Molecules 2025 dataset
Level of theory: wB97M-V/def2-TZVPD

Highest occupied orbital energy   -0.4755 Ha
HOMO-LUMO gap   5.50 eV

ORCA input file:
```
! RIJCOSX wB97M-V def2-TZVPD def2/J DEFGRID3
* xyz 1 1
O -1.04 -0.41 1.97
C -0.19 -1.70 1.40
C -0.04 -1.44 -0.12
N 1.25 -0.96 -0.39
C -0.37 2.00 0.20
C -0.57 1.04 -0.94
C -1.07 -0.40 -0.65
H -1.09 -2.15 1.80
H -0.01 -0.47 1.89
H 0.68 -2.16 1.87
H -0.04 -2.25 -0.87
H -1.29 2.45 0.57
H 2.02 -1.59 -0.29
H 0.14 1.48 1.01
H 0.22 2.83 -0.18
H 0.53 0.95 -1.51
H -1.14 1.49 -1.76
H -1.71 -0.17 0.25
H -1.67 -0.84 -1.44
H 1.77 1.43 -2.30
H 1.39 -0.12 -0.93
O 1.44 1.36 -1.38
*
```


We obtain calculated total energy values of -9869.6724, -9873.9844, -11348.4253, -8944.5167, -8946.8167, -8941.7967, -8940.6673, -8937.4916, -10996.0079, -10997.4138, -10984.5289, -10981.1744 eV for the records listed above, in that order.
We obtain ΔE to the lowest compared entry with this formula, charge and spin values of 172.82, 73.38, 28.32, 14.84, 29.91, 50.99, 77.04, 150.27, 36.85, 4.43, 167.77, 245.13 kcal/mol for the records listed above, in that order.